1.
119
Properties=species:S:1:pos:R:3:forces:R:3:lowdin_charge:R:1 method="wB97M-V/def2-TZVPD" homo_ev=-13.7 charge=+3 lumo_ev=-6.175 relative_energy_kcal_mol=37.8
Ga -0.11320 0.60919 -2.51486 -0.08 0.53 -0.28 0.531
C -3.44221 -4.09373 2.76474 0.26 1.61 1.34 -0.022
C -2.54413 -2.89789 2.32631 -1.58 -1.17 0.13 -0.379
C -2.66270 -1.92112 3.50761 2.05 -0.76 0.83 -0.008
C -3.18596 -2.19892 1.09234 3.36 0.60 0.23 -0.095
C -4.50642 -2.25859 0.82520 -2.22 -0.41 0.29 -0.021
C -5.14478 -1.42545 -0.06370 0.38 1.16 -0.78 -0.004
C -4.34184 -0.48483 -0.71269 -2.11 -0.01 0.01 -0.083
C -3.01113 -0.39560 -0.49545 2.68 -0.04 -0.07 -0.249
P -2.14007 1.04519 -1.25738 -0.05 0.26 1.93 1.146
C -1.83420 2.19154 0.19233 1.86 -0.40 -1.50 -0.321
C -2.51171 2.15305 1.37281 -1.39 -0.12 0.77 -0.089
C -2.27850 3.10012 2.36391 0.36 -0.68 0.19 -0.050
C -1.25495 4.02808 2.19057 -1.59 0.09 0.54 -0.087
C -0.53123 4.07375 1.03761 0.19 -1.08 -1.02 -0.063
C -0.76542 3.09120 0.06466 -0.23 0.86 -0.51 -0.076
C -3.32314 1.94424 -2.25357 0.43 -1.26 -1.79 -0.390
C -3.92740 3.12880 -1.89535 0.11 0.15 1.26 -0.085
C -4.56739 3.86242 -2.88239 -0.87 2.22 0.92 -0.098
C -4.65793 3.44303 -4.17462 -0.51 -0.29 -1.90 -0.067
C -4.06290 2.21738 -4.54794 -0.19 0.60 1.59 -0.053
C -3.39396 1.43751 -3.60480 0.21 1.13 0.42 -0.078
C -2.35556 -1.31178 0.35626 -0.97 -0.01 0.51 -0.068
O -0.11694 -0.34452 0.03422 -0.37 -0.26 0.43 -0.144
C -0.46019 -2.82377 0.84161 -0.21 -0.47 1.11 -0.177
C 0.87209 -3.55138 0.51484 -0.16 -0.11 -0.65 -0.242
C 1.45928 -4.53134 1.48724 -1.94 1.17 1.01 -0.039
C 0.73687 -4.86133 2.59853 2.48 -0.31 -2.59 -0.037
C -0.55966 -4.36351 2.80419 -0.97 -0.10 0.63 -0.030
C -1.14205 -3.43508 2.05342 -0.09 1.65 -0.40 -0.085
P 2.04508 -2.77141 -0.65130 -0.58 -0.43 0.46 1.139
C 2.68259 -3.95706 -1.84609 -0.86 -0.29 1.94 -0.293
C 2.79336 -5.30945 -1.47922 0.34 0.48 -0.09 -0.042
C 3.32020 -6.21889 -2.39297 -0.57 1.19 -0.36 -0.021
C 3.66491 -5.71341 -3.67130 -0.20 -0.71 0.33 -0.027
C 3.51904 -4.36430 -3.98844 0.90 -0.18 -1.25 -0.058
C 3.00699 -3.47474 -3.07942 0.37 1.12 -0.35 -0.109
C 3.34860 -1.90549 0.19387 2.00 -0.07 -1.68 -0.276
C 3.21159 -1.21740 1.37668 -0.67 0.11 1.47 -0.092
C 4.25894 -0.56989 2.03065 0.39 -1.04 -0.94 -0.038
C 5.53678 -0.56029 1.40466 -2.25 0.68 1.80 -0.043
C 5.66938 -1.14585 0.18396 -0.31 -0.70 -1.74 -0.063
C 4.62846 -1.85587 -0.44681 -0.41 0.56 0.59 -0.017
H -4.38287 -3.74944 3.22412 0.40 0.00 -0.14 0.102
H -2.90269 -4.63641 3.52757 -0.26 -0.34 0.04 0.073
H -3.70064 -4.68569 1.95471 -0.28 -1.49 -1.51 0.074
H -3.67038 -1.65585 3.61561 -1.48 0.33 0.34 0.075
H -2.11913 -1.03631 3.29552 0.56 1.14 -0.12 0.057
H -2.24534 -2.29855 4.49680 -0.62 0.05 -1.32 0.128
H -5.11430 -2.91931 1.40528 -0.30 -0.37 0.22 0.115
H -6.22559 -1.33330 -0.22475 0.49 -0.61 0.23 0.131
H -4.81543 0.26319 -1.32578 -0.17 0.02 -0.23 0.103
H -3.31728 1.43641 1.49498 0.00 -0.03 0.12 0.117
H -2.86696 3.04116 3.28289 0.20 0.26 -0.32 0.117
H -1.19510 4.82135 2.89350 0.40 0.49 0.68 0.099
H 0.18445 4.85875 0.88588 0.35 0.09 -0.13 0.108
H -0.20211 3.14055 -0.87030 -0.08 -0.12 0.35 0.074
H -3.88844 3.46907 -0.82002 -0.01 -0.22 -1.43 0.137
H -4.99010 4.86779 -2.64025 0.25 -1.05 0.00 0.133
H -5.23040 4.05251 -4.96567 1.10 -0.98 1.42 0.151
H -4.14968 1.96946 -5.55731 0.07 -0.81 -1.42 0.092
H -2.80479 0.53969 -3.89620 -0.72 0.62 0.21 0.101
H 2.47056 -4.81071 1.32742 0.65 -0.42 0.17 0.090
H 1.16333 -5.61414 3.22057 0.09 -0.22 0.73 0.114
H -1.07671 -4.81354 3.63303 -0.24 0.12 0.16 0.117
H 2.49902 -5.57995 -0.46564 0.10 -0.34 -0.51 0.090
H 3.36323 -7.25175 -2.08364 0.28 -0.15 -0.41 0.116
H 4.01257 -6.39152 -4.45396 0.06 0.18 0.38 0.122
H 3.90327 -3.98252 -4.95460 -0.52 -0.45 0.57 0.132
H 2.90999 -2.39195 -3.27238 0.05 -0.75 -0.19 0.130
H 2.24846 -1.24606 1.87616 -0.07 0.03 0.02 0.114
H 4.05636 -0.22303 3.04231 0.34 0.30 -0.35 0.107
H 6.28776 -0.01261 1.93556 0.74 -0.01 -0.21 0.110
H 6.56121 -1.02698 -0.40297 0.49 -0.11 0.15 0.115
H 4.83119 -2.27151 -1.44720 -0.30 0.03 0.72 0.116
S -0.50617 -3.03542 -4.87084 0.19 -0.74 0.74 1.107
C -0.72330 -1.81314 -5.99082 -0.23 0.24 -0.44 -0.407
C -0.56332 -0.60076 -5.43240 -0.22 1.91 0.96 -0.226
C -0.33235 -0.56590 -4.03148 0.66 -3.09 0.30 -0.227
C -0.22042 -1.93550 -3.59033 -0.04 2.25 -0.97 -0.492
C 0.10995 -2.36860 -2.23800 -1.96 -1.22 -0.41 -0.334
C -0.61999 -3.32477 -1.63469 -0.02 -0.83 -0.56 0.023
C -0.49917 -3.81625 -0.26185 0.94 -0.17 -0.13 -0.101
C -0.88586 -1.32904 0.72652 0.66 -0.02 -0.07 -0.157
C 0.80790 -0.40489 -1.06771 0.60 0.69 0.35 -0.302
N 1.14924 -1.69536 -1.56132 0.19 -0.38 0.61 -0.150
H -1.05216 -1.99008 -6.99103 0.12 -0.30 -0.41 0.081
H -0.65892 0.35039 -5.91569 -0.20 0.10 -0.79 0.093
H -1.37239 -3.93891 -2.16352 0.44 0.93 -0.20 0.143
H -1.04078 -4.76212 -0.09575 0.57 0.54 0.20 0.179
H -0.76986 -0.96409 1.75681 -0.26 -0.11 -0.11 0.158
H 1.72508 0.02809 -0.66773 0.02 0.17 -0.10 0.114
N 1.73315 3.46594 8.38181 1.79 -0.56 1.66 0.174
C 2.80159 4.34382 7.84544 1.10 0.17 -0.24 -0.141
C 3.71788 3.47208 6.98149 -0.06 0.30 -1.04 -0.275
N 4.23516 2.40794 7.79193 -1.11 -0.17 0.06 0.008
H 1.27397 3.88185 9.21564 -0.17 -0.48 -0.90 0.194
H 2.29617 2.60154 8.67166 -0.71 0.69 -0.26 0.175
H 1.16238 3.20357 7.61605 -1.46 -0.34 -0.47 0.147
H 3.38457 4.64237 8.72336 -0.14 0.38 -0.26 0.140
H 2.39096 5.20532 7.31996 -0.05 -0.10 0.18 0.139
H 4.48532 4.07157 6.47809 -0.06 0.37 0.41 0.128
H 3.22444 2.98110 6.12596 -0.47 0.37 0.31 0.126
H 4.65965 1.72959 7.18456 0.48 -0.37 0.47 0.093
H 4.82350 2.76077 8.51716 0.88 -0.19 0.25 0.091
O 0.47590 2.47275 -2.89795 -0.18 0.14 -0.46 -0.523
S -0.27602 3.19842 -4.07731 -1.10 -0.84 0.45 1.036
C -0.98048 4.69280 -3.38331 0.69 1.00 -0.47 -0.289
C 0.21423 5.64498 -3.26401 0.68 -1.61 -0.46 -0.201
C 0.91199 5.55150 -4.61371 0.73 0.10 0.18 -0.206
C 0.93204 4.08856 -5.04145 1.26 -2.01 -0.46 -0.290
H -1.50077 4.55684 -2.46406 -0.44 -0.59 0.62 0.076
H -1.68527 5.06687 -4.13536 0.00 -0.19 0.01 0.119
H 0.91848 5.23639 -2.54193 -0.12 0.14 0.51 0.115
H -0.05268 6.63719 -3.00395 -0.31 0.89 0.26 0.119
H 1.89195 6.04497 -4.61909 -0.08 -0.49 0.08 0.137
H 0.34250 6.08722 -5.30768 -0.96 0.88 -1.26 0.100
H 1.85389 3.49633 -4.76253 -0.59 0.90 -0.28 0.123
H 0.70593 3.73267 -6.10210 0.30 1.19 1.15 0.127

---

2.
18
Properties=species:S:1:pos:R:3:forces:R:3:lowdin_charge:R:1 method="wB97M-V/def2-TZVPD" homo_ev="-8.2 / -9.1" smiles="[H]/N=C/[C@@H]1C=CC=CC1=S(=O)=O" lumo_ev="-2.024 / -1.736" relative_energy_kcal_mol=86.5
C -1.36604 1.27690 -0.58881 -0.37 -0.02 -0.32 -0.052
C -0.02165 1.33781 -0.97714 1.32 -1.54 0.65 -0.096
C -1.74005 0.74969 0.65933 0.93 -0.89 1.03 -0.092
C -0.90027 0.07019 1.54836 -2.99 1.53 -2.16 -0.040
C 0.85682 0.48207 -0.31047 -0.73 -0.48 2.57 -0.191
C -0.01627 -1.76184 0.03548 3.49 -0.26 2.45 -0.227
C 0.24205 -0.53021 0.94281 2.98 0.98 -1.05 -0.242
N -1.09993 -1.89285 -0.51613 -1.46 0.12 -2.48 0.128
O 3.29968 -0.32675 0.27236 -0.08 1.10 -0.13 -0.412
O 3.03301 1.33864 -1.57105 0.58 0.91 -1.39 -0.379
S 2.66297 0.88302 -0.27352 -1.53 -2.84 1.28 0.798
H -2.22443 1.61549 -1.17310 0.67 0.23 -0.25 0.115
H 0.50819 1.79417 -1.81051 -0.92 0.69 -0.09 0.108
H -2.77532 0.76832 0.92725 -0.48 0.59 0.19 0.100
H -1.41449 -0.13130 2.47187 0.74 -0.61 0.52 0.111
H 0.95077 -2.43587 0.07652 -1.75 1.15 -0.98 0.164
H 1.02141 -0.80710 1.66840 0.04 0.27 -0.48 0.126
H -1.01646 -2.43039 -1.38164 -0.43 -0.94 0.64 0.081

---

3.
19
Properties=species:S:1:pos:R:3:forces:R:3:lowdin_charge:R:1 method="wB97M-V/def2-TZVPD" homo_ev=-7.4 smiles=Nc1ccc2c(c1)S[C@H](S)N2 lumo_ev=0.838 relative_energy_kcal_mol=23.1
C -0.50982 1.86935 2.09364 5.58 0.23 -2.35 -0.376
C -1.50298 1.01301 2.21145 -3.41 -1.60 1.64 -0.095
C -1.62652 -0.16675 1.47873 0.10 0.04 -1.01 -0.006
C -0.63719 -0.39888 0.51262 -1.83 -0.78 -0.95 -0.313
C 0.61431 -1.52483 -1.22965 0.47 -0.10 0.49 -0.924
C 0.40338 0.45248 0.32170 1.20 2.61 2.49 -0.592
C 0.60381 1.51615 1.19785 0.45 0.26 -0.12 -0.018
H 0.54545 3.38612 2.68025 1.27 0.81 0.34 0.061
H -0.62360 2.84809 3.80768 0.50 0.63 -0.57 0.109
H -2.25823 1.23784 3.00081 0.39 -0.21 -0.80 0.129
H -2.59755 -0.69080 1.55987 1.02 -0.14 -0.16 0.119
H -1.37597 -2.03624 -0.53569 1.82 1.38 -0.47 0.164
H 1.33257 -2.27308 -0.74125 -1.14 0.86 -0.28 0.084
H -0.60521 -1.21496 -3.10268 0.02 -0.15 -0.27 -0.119
H 1.69378 1.96848 1.14230 -2.69 -0.19 0.40 0.142
N -0.34035 3.00179 2.83308 -1.95 0.12 1.67 0.091
N -0.66727 -1.23440 -0.62443 -2.55 -3.01 0.96 -0.117
S 0.28685 -2.19690 -2.88036 0.28 0.58 0.24 0.705
S 1.39266 0.18688 -1.04402 0.48 -1.33 -1.23 0.956

---

4.
16
Properties=species:S:1:pos:R:3:forces:R:3:lowdin_charge:R:1 method="wB97M-V/def2-TZVPD" homo_ev=-9.3 smiles="C[C@H]1CN(C)C1=O" lumo_ev=0.891 relative_energy_kcal_mol=21.9
C 2.16582 -0.47897 0.22734 0.04 -0.04 0.02 -0.061
C 1.07010 0.50428 -0.15082 0.13 0.05 0.00 -0.235
C -0.05704 -0.00446 -1.09035 0.03 -0.07 -0.20 -0.099
N -0.99558 0.24003 0.00148 -0.01 0.04 0.19 -0.093
C -2.38141 -0.10703 0.19059 -0.15 -0.04 -0.03 -0.032
C -0.05013 0.65599 0.89419 -0.06 0.03 0.19 -0.449
O -0.12134 0.96889 2.06000 0.03 -0.11 -0.37 0.080
H 1.74730 -1.46272 0.47069 0.03 0.15 -0.03 0.086
H 2.70898 -0.12137 1.10727 -0.08 -0.03 -0.11 0.083
H 2.88484 -0.60677 -0.58765 -0.10 0.01 0.08 0.077
H 1.48763 1.46804 -0.45966 -0.08 -0.13 0.06 0.142
H -0.24655 0.60078 -1.98513 0.03 -0.09 0.15 0.115
H 0.02954 -1.06170 -1.37312 0.02 0.14 0.07 0.119
H -2.94668 0.75065 0.57007 0.09 -0.14 -0.04 0.090
H -2.80483 -0.40611 -0.77258 0.05 0.06 0.16 0.087
H -2.49065 -0.93953 0.89769 0.00 0.14 -0.12 0.091